1.
{
  "formula": "C5H15N3",
  "method": "ωB97M-V with the def2-TZVPD basis set",
  "spin_multiplicity": 1,
  "homo_lumo_gap_ev": 8.704,
  "homo_ev": -7.774,
  "elements": ["N", "N", "N", "C", "C", "C", "C", "C", "H", "H", "H", "H", "H", "H", "H", "H", "H", "H", "H", "H", "H", "H", "H"],
  "coordinates": [[-1.21990, 1.15611, 0.31924], [1.81662, 0.72104, 0.47860], [-1.19252, -1.23455, 0.85208], [-0.66656, -0.97326, 1.96292], [3.32123, -0.27190, -1.16656], [-1.63933, -0.19411, -0.04791], [2.01885, 0.41347, -0.85739], [-3.15851, -0.34596, -0.21047], [0.89449, 1.11353, 0.67169], [-3.51694, 0.32764, -0.98783], [-3.40813, -1.36850, -0.48427], [-3.65944, -0.10873, 0.72918], [-1.16705, -0.42219, -1.01166], [-1.26309, 1.75184, -0.50402], [-0.37300, -1.80555, 2.59441], [0.93470, -0.13793, -1.53973], [4.15133, 0.40331, -0.95336], [-0.54236, 0.03101, 2.37234], [3.45728, -1.16993, -0.55889], [1.59744, 1.14076, -1.61590], [-1.81529, 1.53890, 1.04528], [2.06664, -0.01669, 1.13059], [3.36353, -0.54830, -2.21835]],
  "forces_ev_per_a": [[0.0, 0.0, -0.1], [-0.1, 0.7, 1.1], [0.1, -0.3, -0.1], [-0.4, 0.0, 0.1], [-0.2, 0.2, -0.3], [-0.2, 0.0, -0.2], [-3.9, -0.7, -4.1], [0.3, 0.0, 0.0], [0.3, -0.3, 0.0], [0.0, 0.0, 0.0], [0.0, 0.0, 0.0], [0.0, 0.0, 0.0], [0.0, 0.1, 0.2], [-0.1, 0.0, 0.3], [0.1, 0.0, 0.1], [2.2, -0.9, 2.2], [0.0, 0.0, 0.0], [0.2, 0.1, -0.1], [-0.1, 0.0, 0.0], [2.2, 0.9, 1.4], [-0.1, 0.1, -0.2], [-0.2, 0.1, -0.3], [0.1, -0.1, 0.0]]
}

=====

2.
{
  "formula": "C5H15N3",
  "method": "ωB97M-V with the def2-TZVPD basis set",
  "smiles": "C/C=C/N.NCCN",
  "spin_multiplicity": 1,
  "homo_lumo_gap_ev": 9.466,
  "homo_ev": -8.395,
  "elements": ["N", "N", "N", "C", "C", "C", "C", "C", "H", "H", "H", "H", "H", "H", "H", "H", "H", "H", "H", "H", "H", "H", "H"],
  "coordinates": [[1.20965, -2.06330, 2.45100], [0.30930, 2.52537, -1.94376], [-0.88452, 0.84109, 1.39691], [0.89166, -0.73357, 1.91709], [-0.69060, 0.28863, -2.08817], [-0.53486, -1.19006, -2.17728], [0.32451, 1.12081, -1.85957], [-0.61514, -0.51715, 1.90649], [0.82705, 2.90617, -1.16525], [2.19922, -2.16987, 2.61835], [-0.98190, -0.58838, 2.93425], [1.30063, 0.70416, -1.63661], [-0.64082, 2.87581, -1.95776], [-1.84585, 1.07200, 1.62511], [-0.85801, 0.77289, 0.38330], [0.94708, -2.75149, 1.75468], [0.47160, -1.49203, -1.87405], [1.24173, -0.60641, 0.88215], [-0.72788, -1.56503, -3.18297], [-1.65978, 0.71994, -2.32228], [-1.18647, -1.76961, -1.51471], [-1.14085, -1.32840, 1.38899], [1.32872, 0.02537, 2.55979]],
  "forces_ev_per_a": [[-0.3, 0.1, -0.2], [-0.2, -0.7, 0.3], [-0.4, -0.7, -0.1], [-0.4, -0.5, -0.1], [0.0, 0.4, -0.1], [0.2, -0.6, 0.4], [0.0, -0.1, -0.2], [0.1, 0.4, 0.7], [0.0, 0.4, 0.0], [0.1, 0.0, 0.0], [0.1, 0.1, 0.0], [0.1, 0.0, 0.0], [0.1, 0.2, 0.0], [0.0, 0.1, 0.0], [0.1, 0.3, -0.1], [0.1, -0.2, 0.1], [0.1, 0.1, -0.3], [0.2, 0.2, 0.1], [0.1, 0.0, -0.1], [-0.1, 0.0, 0.0], [-0.2, 0.3, 0.0], [0.1, 0.0, -0.4], [0.1, 0.1, -0.1]]
}

=====

3.
{
  "formula": "C5H15N3",
  "method": "ωB97M-V with the def2-TZVPD basis set",
  "spin_multiplicity": 1,
  "homo_lumo_gap_ev": 9.128,
  "homo_ev": -8.332,
  "elements": ["N", "N", "N", "C", "C", "C", "C", "C", "H", "H", "H", "H", "H", "H", "H", "H", "H", "H", "H", "H", "H", "H", "H"],
  "coordinates": [[0.98620, 0.65277, -2.24717], [0.87170, 1.60965, 0.87673], [-0.87810, 1.58192, -0.68825], [1.01638, -1.27457, 0.59511], [-0.07641, 0.96194, 0.14963], [-1.17367, -1.17431, -0.60957], [-0.30795, -0.51114, 0.46653], [-1.07500, -0.54085, 1.80562], [-2.01772, -0.00301, 1.71302], [-0.49371, -0.08753, 2.60856], [-1.43676, -2.18477, -0.29501], [1.62571, 1.07319, 1.26984], [0.81335, -2.34103, 0.69620], [1.61808, -1.10758, -0.29842], [1.11300, 2.54958, 0.60546], [-0.63826, -1.23295, -1.55373], [-0.83424, 2.59481, -0.60847], [-0.07270, 1.23660, -1.83271], [-1.28360, -1.57356, 2.08555], [1.65323, 1.39137, -2.46583], [1.58592, -0.97596, 1.47760], [-2.08439, -0.60034, -0.76784], [1.08892, -0.04423, -2.98286]],
  "forces_ev_per_a": [[-1.2, 1.6, 0.8], [-0.1, -0.1, 0.0], [-0.3, -0.2, 1.3], [-0.1, 0.1, 0.0], [-0.8, 0.8, -0.1], [0.0, 0.2, 0.1], [0.2, -0.2, -0.1], [0.1, 0.1, -0.1], [-0.1, 0.0, 0.0], [0.0, 0.0, 0.0], [0.0, 0.0, 0.1], [-0.1, 0.0, 0.1], [0.0, 0.0, 0.0], [0.0, 0.0, 0.0], [-0.1, -0.1, 0.0], [0.0, 0.0, -0.1], [0.4, 0.0, 0.0], [2.5, -2.4, -1.9], [0.0, 0.0, -0.1], [0.0, -0.2, 0.0], [0.0, 0.0, 0.1], [0.0, 0.0, 0.0], [-0.7, 0.4, 0.0]]
}

=====

4.
{
  "formula": "C5H15N3",
  "method": "ωB97M-V with the def2-TZVPD basis set",
  "smiles": "CNC[C@H](N)CCN",
  "spin_multiplicity": 1,
  "homo_lumo_gap_ev": 9.688,
  "homo_ev": -8.615,
  "elements": ["N", "N", "N", "C", "C", "C", "C", "C", "H", "H", "H", "H", "H", "H", "H", "H", "H", "H", "H", "H", "H", "H", "H"],
  "coordinates": [[0.37995, 1.91854, -0.73269], [-1.83393, -0.75697, 0.44053], [1.22746, -1.67979, 1.98014], [-0.67429, 2.47680, -1.59601], [1.60551, -1.57503, 0.60905], [-0.15515, 0.99164, 0.30986], [-0.61459, -0.35828, -0.26214], [0.48096, -1.43689, -0.41195], [-2.67392, -1.06888, -0.00531], [0.74493, 0.80826, 0.92415], [-0.85262, -0.05981, -1.28263], [0.70087, -0.93228, 2.40150], [0.71590, -2.53131, 2.16832], [-0.89048, 1.50131, 0.91968], [2.20718, -0.66344, 0.46675], [0.82514, -1.30626, -1.44645], [-0.50549, 2.19395, -2.62342], [-1.67447, 2.29817, -1.21470], [-0.04705, -2.38335, -0.61680], [0.98673, 2.54311, -0.22534], [-0.52937, 3.56651, -1.52343], [2.19223, -2.46139, 0.35128], [-1.61550, -1.08463, 1.36962]],
  "forces_ev_per_a": [[-0.7, -1.9, 0.6], [0.9, 0.4, 0.5], [-0.2, -0.7, 1.2], [1.6, 1.7, 1.1], [-0.3, 1.0, -1.2], [2.4, 0.2, -0.4], [-0.9, 0.8, -0.1], [-1.0, -0.7, -1.4], [0.3, -0.3, -0.1], [-0.5, 0.1, 0.3], [-0.6, -0.4, -0.1], [0.0, 0.4, -0.4], [0.0, -0.1, 0.0], [-0.6, -0.2, 0.1], [0.3, -0.5, 0.3], [1.0, 0.4, 0.3], [-0.4, -0.3, -0.3], [-0.2, -0.4, -0.1], [-0.1, 0.0, 0.8], [-0.3, 0.7, -0.5], [-0.3, -0.1, -0.5], [0.2, 0.3, 0.0], [-0.6, -0.3, -0.2]]
}

=====

5.
{
  "formula": "C5H15N3",
  "method": "ωB97M-V with the def2-TZVPD basis set",
  "smiles": "C[C@H]([NH3+])CC/[NH+]=C/N",
  "spin_multiplicity": 1,
  "homo_lumo_gap_ev": 12.007,
  "homo_ev": -18.414,
  "total_charge": 2,
  "elements": ["N", "N", "N", "C", "C", "C", "C", "C", "H", "H", "H", "H", "H", "H", "H", "H", "H", "H", "H", "H", "H", "H", "H"],
  "coordinates": [[-1.10886, -0.35138, -3.96427], [-0.47497, 1.16972, 2.62151], [-0.10498, -0.25592, -1.87733], [-0.84769, -0.84848, -2.79408], [0.21121, -0.93203, -0.58902], [1.73021, 0.18434, 1.93811], [-0.46894, -0.25853, 0.61018], [0.39776, 0.72830, 1.43418], [-0.80156, -1.03989, 1.29962], [0.34947, 0.60903, -2.14879], [2.53959, 0.87945, 1.73097], [-0.69995, 0.53240, -4.24082], [1.99322, -0.76705, 1.48872], [-1.24947, -1.79649, -2.51588], [0.14682, 1.31524, 3.41413], [1.29687, -0.88745, -0.49458], [0.53016, 1.64373, 0.86378], [-1.34835, 0.28871, 0.26625], [-0.06451, -1.97088, -0.71740], [-1.19395, 0.48875, 2.85596], [1.70031, -0.03519, 3.00520], [-0.86362, 2.10824, 2.48652], [-1.66877, -0.80462, -4.67296]],
  "forces_ev_per_a": [[0.2, 0.5, -0.4], [0.9, 0.7, -0.2], [-0.3, -0.5, -0.3], [0.4, 0.4, 0.5], [0.4, 1.1, -0.5], [0.0, -0.1, 0.1], [0.1, 0.1, 0.4], [-0.4, -0.3, -0.5], [0.0, -0.1, -0.1], [0.1, 0.0, 0.3], [0.0, 0.0, 0.2], [-0.1, 0.0, -0.1], [0.0, -0.1, -0.2], [-0.4, -0.6, -0.1], [0.0, -0.3, 0.4], [0.0, -0.2, 0.0], [0.2, 0.1, 0.0], [-0.2, -0.2, 0.0], [-0.1, -0.1, 0.2], [-0.2, 0.0, 0.2], [0.1, 0.1, 0.1], [-0.5, -0.3, -0.2], [-0.1, -0.3, 0.2]]
}

=====

6.
{
  "formula": "C5H15N3",
  "method": "ωB97M-V with the def2-TZVPD basis set",
  "spin_multiplicity": 2,
  "homo_lumo_gap_ev": [9.851, 5.399],
  "homo_ev": [-22.987, -22.949],
  "total_charge": 3,
  "s2": 0.7941,
  "elements": ["N", "N", "N", "C", "C", "C", "C", "C", "H", "H", "H", "H", "H", "H", "H", "H", "H", "H", "H", "H", "H", "H", "H"],
  "coordinates": [[4.48255, -0.19529, 0.81825], [-3.81745, 0.29073, -0.80350], [2.18545, -0.82533, 0.57648], [-2.29647, -0.16539, -0.70015], [0.79080, -0.72775, 0.05395], [-0.06227, 0.45174, 0.58162], [3.29931, -0.15724, 0.15668], [-1.47095, 1.00160, -0.14877], [-1.14843, 1.81385, -0.95885], [-2.13606, -1.00185, -0.03003], [-1.99297, 1.49148, 0.66583], [3.19186, 0.57754, -0.71625], [4.81986, -1.10744, 1.11656], [-4.08746, 1.33294, -0.40348], [-4.21140, 0.12915, -1.68038], [0.26412, -1.71102, 0.35131], [2.26022, -1.47538, 1.40085], [-4.49275, -0.39643, -0.24260], [0.61973, 1.32498, 0.68931], [0.79573, -0.79575, -1.18790], [-1.98044, -0.51501, -1.72552], [5.21219, 0.44869, 0.58877], [-0.22517, 0.21117, 1.59784]],
  "forces_ev_per_a": [[-2.8, -1.7, -1.9], [-0.9, -0.1, 4.9], [-0.3, -0.5, 0.2], [-0.3, 1.0, -1.0], [-0.4, -2.8, -3.2], [-0.2, 2.8, -0.6], [0.3, 1.9, -0.1], [3.1, 0.1, -1.4], [-0.9, -1.8, 1.7], [-1.0, -0.2, 0.2], [0.0, 0.1, 0.2], [0.0, -0.9, 1.4], [0.1, -0.3, 1.2], [1.0, -3.1, -1.5], [-0.5, 0.4, -2.6], [1.2, 1.4, -0.2], [0.2, 0.6, -0.6], [1.9, 1.7, -0.7], [-0.6, -0.2, -0.5], [0.5, 0.6, 2.9], [-0.5, 0.6, 1.0], [0.8, 1.0, -0.4], [-0.7, -0.5, 1.2]]
}

=====

7.
{
  "formula": "C5H15N3O",
  "method": "ωB97M-V with the def2-TZVPD basis set",
  "spin_multiplicity": 1,
  "homo_lumo_gap_ev": 8.713,
  "homo_ev": -7.962,
  "elements": ["O", "N", "N", "N", "C", "C", "C", "C", "C", "H", "H", "H", "H", "H", "H", "H", "H", "H", "H", "H", "H", "H", "H", "H"],
  "coordinates": [[-1.92876, -0.11963, 0.83547], [-2.10903, -1.70557, -0.76751], [-0.49814, 1.95383, -0.40240], [1.76765, 2.26460, -0.78953], [1.06717, 1.24724, 1.28855], [0.78376, 1.45124, -0.18648], [-0.87958, -2.24415, 1.26158], [-1.56466, -1.21336, 0.39324], [0.91696, -0.27280, -0.99270], [-1.73419, -2.54208, -1.18255], [2.69800, 1.87775, -0.72014], [0.53295, -1.28675, -0.92072], [-0.74050, 2.03486, -1.38319], [1.98367, -0.43707, -0.81137], [-0.27074, -1.74679, 2.01141], [-0.24433, -2.90490, 0.67178], [-1.64683, -2.84436, 1.75504], [0.29211, 0.63244, 1.73055], [1.05604, 2.21462, 1.78509], [1.55299, 2.50883, -1.74422], [-2.63775, -1.05650, -1.32879], [0.76273, 0.00362, -2.04168], [2.04366, 0.79472, 1.43141], [-1.20318, 1.39021, 0.10718]],
  "forces_ev_per_a": [[0.7, -1.0, -0.4], [0.6, 0.3, 0.4], [-1.3, 0.4, 0.4], [0.2, -0.1, -0.1], [-0.1, 0.2, -0.2], [-0.2, -2.9, -0.2], [0.5, 0.2, -0.3], [-2.2, 0.0, 0.7], [1.5, 2.1, 0.0], [-0.1, 0.1, -0.1], [0.0, 0.0, -0.1], [-0.9, 0.2, 0.8], [0.0, -0.1, 0.1], [0.2, 0.1, -0.4], [0.0, 0.0, 0.0], [0.0, -0.1, 0.0], [0.0, 0.1, -0.1], [0.0, -0.2, 0.1], [0.0, 0.2, 0.0], [0.0, 0.0, -0.1], [0.1, -0.1, -0.1], [0.2, 0.1, 0.0], [0.1, -0.1, 0.0], [0.6, 0.6, -0.7]]
}

=====

8.
{
  "formula": "C5H15N3O",
  "method": "ωB97M-V with the def2-TZVPD basis set",
  "smiles": "C[NH2+]/C=C(\\N)[C@@](C)([NH3+])O",
  "spin_multiplicity": 1,
  "homo_lumo_gap_ev": 10.080,
  "homo_ev": -16.773,
  "total_charge": 2,
  "elements": ["O", "N", "N", "N", "C", "C", "C", "C", "C", "H", "H", "H", "H", "H", "H", "H", "H", "H", "H", "H", "H", "H", "H", "H"],
  "coordinates": [[-2.17639, 0.62423, -1.05438], [-2.42143, 0.04040, 1.21492], [2.29210, 0.54232, 0.05142], [-0.37770, 1.99019, 0.09910], [0.97085, -0.02360, 0.07390], [-1.55229, -0.08474, -0.09604], [3.40230, -0.43495, -0.32428], [-0.23359, 0.63601, 0.10871], [-1.43673, -1.57935, -0.33876], [2.30946, 1.06146, -0.85708], [2.67498, 1.13187, 0.88069], [-1.33274, 2.39343, -0.16448], [-0.97306, -1.77381, -1.28959], [-0.76558, -2.09011, 0.50445], [4.36952, 0.14258, -0.54472], [0.42549, 2.66948, -0.16565], [-3.00368, -0.87944, 1.20182], [3.11296, -1.04371, -1.19270], [-2.45803, -2.14064, -0.30293], [-2.60208, 0.15723, -1.73764], [0.87410, -1.12703, 0.26021], [-1.85444, 0.09769, 2.10582], [-2.94100, 0.87263, 1.05407], [3.69700, -1.18213, 0.51315]],
  "forces_ev_per_a": [[-0.2, 1.7, 0.8], [0.9, -2.6, 0.2], [1.8, 1.0, -1.0], [-0.1, 2.6, -0.8], [-2.9, -2.3, 1.6], [0.7, -1.7, 0.8], [2.4, -1.5, 1.2], [2.4, 1.0, -0.7], [-0.1, -2.0, 2.0], [0.1, 0.7, 1.3], [-1.2, -0.9, -1.6], [2.2, -0.8, 0.3], [0.2, -0.1, -0.4], [-1.6, 1.0, -1.8], [-1.7, -0.6, 0.2], [-2.0, -1.8, 0.8], [0.7, 2.3, 0.5], [-0.1, 0.5, 0.2], [1.6, 1.2, -0.2], [-1.0, -1.3, -1.3], [0.9, 1.4, -0.5], [-0.8, -0.1, -1.1], [-1.2, 0.8, 0.4], [-1.0, 1.5, -1.1]]
}

=====

Values for energy above the lowest of the compared OMol25 structures with the same formula, charge and spin, kJ/mol, ordered as above
283.8; 123.0; 138.2; 182.1; 45.4; 224.3; 129.1; 15.7